6 unconnected molecules or ions with the total composition C5H22N2O6. Source: the Open Molecules 2025 dataset; level of theory: ωB97M-V/def2-TZVPD.

Results
Total charge ... 0
LUMO energy ... -0.07 eV
Structure (SMILES) ... [H]/N=C\NCCCCO.O.O.O.O.O
Energy above the lowest of the compared OMol25 structures with the same formula, charge and spin ... 130.8 kcal per mole
Total energy ... -764.5182 Ha
Orbital gap ... 0.335 Ha
E_HOMO ... -9.183 eV

Last column: natural (NBO) charge in e.
Geometry (Å):
C 1.56 1.22 -0.47  -0.05
O 0.94 0.53 0.62  -0.75
C 0.55 1.83 -1.41  -0.45
C -1.00 1.68 -1.32  -0.40
C -1.46 0.32 -1.96  -0.21
N 0.54 -2.51 -0.97  -0.80
C -0.17 -1.80 -1.73  0.31
N -1.01 -0.77 -1.19  -0.67
H 2.18 0.56 -1.02  0.15
H 2.22 2.01 0.00  0.19
H 0.41 -0.17 0.49  0.47
H 0.86 1.72 -2.49  0.21
H 0.76 2.97 -1.19  0.22
H -1.34 1.66 -0.35  0.21
H -1.48 2.42 -2.09  0.22
H -1.05 0.23 -3.03  0.20
H -2.63 0.31 -1.94  0.19
H 0.54 -2.81 -0.02  0.38
H -0.03 -1.90 -2.84  0.19
H -1.04 -0.70 -0.20  0.39
H -2.98 -1.66 0.03  0.46
H -3.37 -0.68 1.08  0.48
O -3.57 -1.56 0.82  -0.94
H 2.78 0.01 -2.56  0.46
H 2.78 -1.60 -2.46  0.49
O 3.08 -0.76 -3.03  -0.95
H 0.92 0.79 3.50  0.48
H 2.53 0.68 3.51  0.48
O 1.69 1.08 3.94  -0.96
H -1.67 -0.80 2.77  0.51
H -1.08 0.55 2.37  0.49
O -1.95 -0.05 2.14  -0.99
H 0.65 -1.26 3.02  0.47
H 0.81 -0.71 4.34  0.51
O 0.05 -0.83 3.65  -0.97

=====

2 unconnected molecules or ions with the total composition C6H17N2. Source: the Open Molecules 2025 dataset; level of theory: ωB97M-V/def2-TZVPD.

Results
Total charge ... +1
LUMO energy ... -8.26 eV
Energy above the lowest of the compared OMol25 structures with the same formula, charge and spin ... 123.1 kcal per mole
Total energy ... -347.8947 Ha
Orbital gap ... 0.198 Ha
E_HOMO ... -13.658 eV

Last column: natural (NBO) charge in e.
Geometry (Å):
N 0.24 0.57 0.55  -0.16
C -0.32 1.55 1.30  -0.14
C 0.54 2.84 0.99  -0.54
C -0.40 1.27 2.85  -0.57
N -0.55 -1.91 0.02  -0.62
C -1.01 -1.46 -1.28  -0.25
C -0.02 -1.79 -2.42  -0.39
C 1.29 -1.04 -2.25  -0.61
H -1.31 -2.41 0.48  0.39
H 1.19 0.31 0.89  0.36
H -0.22 -1.15 0.61  0.34
H -1.32 1.71 0.91  0.22
H 1.56 2.69 1.35  0.23
H 0.61 2.99 -0.08  0.24
H 0.08 3.71 1.45  0.27
H -0.91 0.33 2.98  0.24
H -0.90 2.13 3.27  0.25
H 0.62 1.22 3.23  0.23
H -1.94 -1.92 -1.59  0.22
H -1.13 -0.38 -1.28  0.22
H -0.46 -1.47 -3.36  0.22
H 0.23 -2.85 -2.45  0.22
H 1.11 0.03 -2.09  0.19
H 1.82 -1.42 -1.38  0.20
H 1.96 -1.10 -3.10  0.24

=====

2 unconnected molecules or ions with the total composition C4H7Cl3S. Source: the Open Molecules 2025 dataset; level of theory: ωB97M-V/def2-TZVPD.

Results
Total charge ... 0
LUMO energy ... 0.67 eV
Structure (SMILES) ... ClC(Cl)Cl.C=CSC
Energy above the lowest of the compared OMol25 structures with the same formula, charge and spin ... 26.2 kcal per mole
Total energy ... -1935.3331 Ha
Orbital gap ... 0.326 Ha
E_HOMO ... -8.193 eV

Last column: natural (NBO) charge in e.
Geometry (Å):
C -0.25 -0.36 -2.98  -0.29
C -1.73 0.04 1.37  -0.75
C 1.01 0.10 1.43  -0.36
C 2.28 0.44 1.64  -0.44
H 0.25 -0.95 -3.74  0.23
H -1.70 -0.07 0.28  0.22
H -1.72 -0.94 1.84  0.22
H -2.65 0.55 1.64  0.23
H 0.75 -0.82 0.92  0.21
H 2.56 1.35 2.15  0.20
H 3.08 -0.20 1.29  0.21
S -0.37 1.07 1.96  0.24
Cl 0.89 -0.11 -1.65  0.03
Cl -1.67 -1.27 -2.44  0.01
Cl -0.72 1.18 -3.71  0.02